C5H11NO | ωB97M-V/def2-TZVPD

```
18
Properties=species:S:1:pos:R:3:nbo_charge:R:1
C -0.347 -0.517 0.439 -0.326
C 0.054 0.942 0.721 0.110
C 0.823 -1.433 0.070 -0.615
C 0.613 1.717 -0.473 -0.650
C -1.440 -0.605 -0.601 0.144
O 1.010 0.984 1.782 -0.716
N -2.208 -1.642 -0.672 -0.612
H 1.841 0.592 1.464 0.462
H -0.773 -0.931 1.365 0.238
H -0.826 1.486 1.085 0.182
H -2.872 -1.541 -1.448 0.335
H -1.549 0.213 -1.330 0.153
H 0.493 -2.312 -0.495 0.235
H 1.318 -1.794 0.978 0.219
H 1.583 -0.929 -0.532 0.197
H 1.263 1.104 -1.103 0.202
H -0.196 2.095 -1.107 0.211
H 1.212 2.572 -0.140 0.231
```

Computed properties:
**SMILES string**: [H]/N=C/[C@@H](C)[C@H](C)O
**Gap between HOMO and LUMO**: 10.989 eV